The following is a quantum chemistry calculation of C43H49IrN3O4S2 as an isolated structure at a distorted geometry, from OMol25.

The calculation puts the orbital gap (spin up / spin down) at 5.902 / 6.977 eV. As for the HOMO energy (spin up / spin down): -6.32 / -8.16 eV. As for the energy: -3033.727443 a.u. As for the energy relative to the best compared isomer or geometry (same formula, charge and spin): 32.9 kcal per mole.

The geometry in ORCA input format:
```
! wB97M-V def2-TZVPD RIJCOSX def2/J DEFGRID3
* xyz 0 6
Ir 0.127 0.529 0.021
C 0.006 3.737 -0.288
C 0.794 4.232 0.735
C 2.065 3.716 0.959
C 2.553 2.716 0.141
C 1.776 2.204 -0.898
C 0.482 2.719 -1.117
H -0.983 4.139 -0.451
H 0.420 5.035 1.357
H 2.673 4.088 1.769
H 3.545 2.322 0.295
H 2.235 1.531 -1.610
H -0.071 2.456 -2.011
C -3.580 2.395 -2.224
C -3.572 0.859 -2.249
C -4.519 0.340 -3.335
C -3.893 0.300 -0.886
C -5.162 0.204 -0.398
C -5.436 -0.350 0.859
C -4.405 -0.901 1.629
C -3.099 -0.829 1.248
C -1.973 -1.474 2.007
C -2.160 -1.419 3.524
C -1.754 -2.934 1.575
C -2.731 -0.033 0.020
N -1.606 -0.626 -0.639
C -1.507 -1.561 -1.556
C -0.220 -1.692 -2.165
N 0.744 -0.856 -1.796
C 2.038 -0.927 -2.301
C 2.380 -0.244 -3.484
C 3.703 -0.262 -3.901
C 4.668 -0.934 -3.174
C 4.326 -1.606 -2.012
C 3.019 -1.615 -1.557
C 2.608 -2.298 -0.269
C 3.534 -3.436 0.162
C 2.528 -1.264 0.862
C 1.319 0.492 -4.275
C 1.003 -0.247 -5.580
C 1.733 1.932 -4.594
C -0.280 -2.783 -3.117
C 0.608 -3.413 -3.957
C 0.142 -4.479 -4.751
C -1.153 -4.934 -4.700
C -2.091 -4.334 -3.822
C -3.436 -4.713 -3.585
C -4.186 -4.052 -2.642
C -3.687 -2.975 -1.882
C -2.396 -2.562 -2.112
C -1.617 -3.265 -3.069
H -3.282 2.785 -3.197
H -2.887 2.747 -1.465
H -4.574 2.769 -1.988
H -2.556 0.547 -2.506
H -5.529 0.709 -3.184
H -4.540 -0.747 -3.333
H -4.180 0.676 -4.313
H -5.994 0.534 -1.004
H -6.450 -0.396 1.222
H -4.659 -1.422 2.539
H -1.044 -0.924 1.761
H -2.840 -2.203 3.856
H -2.556 -0.452 3.825
H -1.195 -1.562 4.004
H -2.640 -3.530 1.785
H -0.916 -3.355 2.128
H -1.537 -3.016 0.513
H 3.989 0.260 -4.802
H 5.697 -0.925 -3.503
H 5.090 -2.126 -1.457
H 1.607 -2.721 -0.416
H 4.500 -3.055 0.486
H 3.684 -4.152 -0.645
H 3.088 -3.957 1.007
H 3.469 -0.726 0.963
H 2.283 -1.738 1.809
H 1.725 -0.521 0.660
H 0.409 0.521 -3.665
H 1.883 -0.288 -6.218
H 0.215 0.271 -6.120
H 0.664 -1.261 -5.384
H 2.552 1.952 -5.308
H 2.042 2.461 -3.696
H 0.899 2.471 -5.037
H 1.645 -3.117 -4.003
H 0.846 -4.964 -5.414
H -1.464 -5.763 -5.318
H -3.866 -5.535 -4.138
H -5.202 -4.373 -2.459
H -4.314 -2.507 -1.137
O -2.694 1.600 2.800
S -2.008 2.134 1.633
N -2.117 1.282 0.351
C -0.287 2.207 4.557
S 0.684 1.394 3.287
O 1.991 1.995 3.272
O 0.656 -0.038 3.433
O -0.061 1.791 2.003
H 0.019 1.844 5.525
H -1.327 1.986 4.362
H -0.084 3.264 4.459
*
```

Mulliken atomic charge list, values in e, 6 entries: Ir 2.43; C -0.77; C -0.01; C -0.83; C -0.43; C -0.11